Entry 1:
Density functional theory data (ωB97M-V with the def2-TZVPD basis set) for C23H24NO4S2Si2W as an isolated structure.

The geometry in XYZ format:
```
57
Properties=species:S:1:pos:R:3:lowdin_charge:R:1
W -0.75940 -0.29314 -0.74998 1.037
S 0.19556 -0.59392 -2.80196 0.670
C -1.09380 -0.08766 -3.91550 -0.644
C -0.78498 0.21046 -5.23443 -0.094
C -1.78958 0.65500 -6.08069 -0.050
C -3.08898 0.80870 -5.61499 -0.053
C -3.40089 0.51067 -4.29854 -0.088
C -2.40068 0.06623 -3.44124 -0.640
S -2.77224 -0.43725 -1.79150 0.728
H 0.22645 0.08626 -5.59766 0.115
H -1.55797 0.87165 -7.11456 0.117
H -3.86520 1.15503 -6.28330 0.117
H -4.41268 0.62354 -3.93190 0.115
C -0.01910 0.15190 3.56616 -0.119
Si 1.30436 0.35805 2.28694 0.566
C 2.87625 -0.52248 2.72011 -0.134
C 1.57004 2.11468 1.74920 -0.238
C 2.48666 2.80133 2.55260 -0.090
C 2.73524 4.15477 2.38999 -0.057
C 2.05999 4.85206 1.40394 -0.054
C 1.15552 4.18437 0.59198 -0.101
C 0.88753 2.81814 0.73758 -0.268
Si -0.40994 2.25219 -0.51124 0.543
C -2.10738 2.86102 0.01712 -0.202
C 0.00891 2.89319 -2.22095 -0.206
H 0.29854 0.70023 4.45798 0.055
H -0.16411 -0.89005 3.85808 0.053
H -0.97546 0.56678 3.24826 0.045
H 3.36890 -0.06303 3.57864 0.044
H 3.58103 -0.51099 1.88718 0.053
H 2.66433 -1.56000 2.98711 0.041
H 3.02802 2.27482 3.33164 0.099
H 3.45015 4.65712 3.02763 0.115
H 2.23710 5.90965 1.26033 0.115
H 0.64823 4.75922 -0.17594 0.098
H -2.02673 3.91186 0.30917 0.042
H -2.51080 2.31242 0.86943 0.031
H -2.81830 2.78438 -0.80702 0.029
H -0.02805 3.98483 -2.23781 0.040
H -0.71446 2.53109 -2.95473 0.021
H 1.00474 2.57496 -2.52962 0.039
O -1.56226 -0.84465 1.02122 -0.172
C -0.37122 -1.41004 0.88402 -0.648
O 0.70779 -0.50182 0.86506 -0.267
C -0.10536 -2.83551 1.10936 -0.147
C -1.16263 -3.65356 1.50475 0.023
C -0.93734 -5.00056 1.72624 0.035
C 0.34079 -5.49232 1.53425 -0.116
C 1.40337 -4.70293 1.13562 0.031
C 1.17490 -3.35485 0.92292 0.006
N 0.58490 -6.93690 1.76769 -0.347
O -0.34731 -7.59568 2.17080 0.101
O 1.69490 -7.35501 1.52206 0.098
H -2.14818 -3.23055 1.64101 0.130
H -1.72396 -5.66850 2.04370 0.130
H 2.37815 -5.14590 0.99786 0.129
H 1.98665 -2.70929 0.61590 0.122
```

Energy above the lowest of the compared OMol25 structures with the same formula, charge and spin: 0.0 kcal/mol
Orbital gap: 6.78 eV
Total charge: +1
Energy: -2688.7865 Ha

=====

Entry 2:
Density functional theory data (ωB97M-V with the def2-TZVPD basis set) for C23H25AlN8O3 as an isolated structure.

The geometry in XYZ format:
```
60
Properties=species:S:1:pos:R:3:lowdin_charge:R:1
Al 1.26469 -2.22565 0.24641 0.124
C -5.69785 4.27215 -1.46229 -0.054
O -5.12928 3.34741 -0.54365 -0.061
C -3.99661 3.67356 0.08395 -0.279
C -3.51943 2.73930 1.01793 0.013
C -2.33404 2.95621 1.67291 -0.015
C -1.60539 4.13622 1.44744 -0.290
C -2.12559 5.09897 0.58044 0.000
C -3.28323 4.85522 -0.13127 0.001
N -0.39472 4.45482 2.06408 0.094
N 0.35400 3.61826 2.57970 0.081
C 0.47386 2.25998 2.40074 -0.230
C 0.71643 1.44133 3.49789 0.016
C 1.00665 0.08348 3.36385 0.041
C 1.06932 -0.49877 2.12002 -0.257
O 1.35260 -1.81372 1.89733 -0.001
C 0.85043 0.29613 0.98637 -0.114
N 0.94833 -0.34933 -0.22415 0.075
C 0.75525 0.34801 -1.33775 -0.081
C 0.55722 1.72068 -1.32679 -0.015
C 0.50836 2.39758 -0.11894 0.051
C 0.58750 1.68886 1.08354 -0.069
H -6.61703 3.81522 -1.81425 0.098
H -5.03504 4.44606 -2.31280 0.098
H -5.93034 5.22225 -0.97864 0.103
H -4.11214 1.85614 1.21649 0.123
H -1.97671 2.24045 2.40298 0.115
H -1.57725 6.02204 0.44308 0.124
H -3.63607 5.59123 -0.83979 0.111
H 0.66191 1.88081 4.48442 0.130
H 1.18996 -0.52811 4.23732 0.136
H 0.78519 -0.21119 -2.26645 0.129
H 0.45451 2.25685 -2.25891 0.120
H 0.42473 3.47483 -0.12355 0.126
C 6.73800 -2.91606 -0.75985 0.029
N 5.28882 -2.91305 -0.63465 -0.056
C 4.54669 -4.09085 -0.20578 0.033
C 3.16072 -3.52414 -0.13773 -0.361
O 2.07671 -4.00834 0.23078 0.142
N 3.16681 -2.24062 -0.51808 0.207
C 4.45390 -1.89008 -0.79067 -0.315
N 4.77129 -0.66803 -1.17093 0.266
H 7.17717 -3.38422 0.11961 0.111
H 7.11695 -1.89909 -0.82045 0.094
H 7.04968 -3.46511 -1.64794 0.112
H 4.87398 -4.45261 0.77234 0.168
H 4.62735 -4.91832 -0.91494 0.167
H 4.05529 0.03978 -1.18029 0.135
H 5.71779 -0.38570 -1.36169 0.132
C -3.14288 -4.85339 -0.71575 0.019
N -2.59872 -3.54138 -1.09271 -0.146
C -3.46415 -2.63016 -1.85648 0.016
C -1.39563 -3.20136 -0.81888 -0.115
N -0.30395 -2.87986 -0.57840 0.283
H -3.31125 -5.45180 -1.61050 0.108
H -4.09105 -4.70795 -0.20162 0.106
H -2.45336 -5.37237 -0.05579 0.106
H -3.66485 -3.05364 -2.84016 0.108
H -2.98144 -1.66323 -1.97287 0.100
H -4.40411 -2.49574 -1.32422 0.106
```

Energy above the lowest of the compared OMol25 structures with the same formula, charge and spin: 11.1 kcal/mol
Orbital gap: 6.25 eV
Total charge: +2
Energy: -1797.2897 Ha

=====

Entry 3:
Density functional theory data (ωB97M-V with the def2-TZVPD basis set) for C23H25BaFN4O2S2 as an isolated structure.

The geometry in XYZ format:
```
58
Properties=species:S:1:pos:R:3:lowdin_charge:R:1
C 5.51948 0.16807 3.12535 -0.045
C 3.94367 0.27357 2.58420 -0.212
F 3.06866 -0.55646 3.46829 -0.098
C 3.82284 -0.26079 1.03529 -0.159
N 2.77788 -1.38439 1.15588 0.104
C 1.71831 -1.18496 0.05408 -0.216
O 0.49734 -1.72103 0.12202 -0.332
C 2.48182 -0.29098 -1.08800 -0.345
N 3.44539 -1.33540 -1.68946 0.083
C 1.68001 0.20612 -2.42865 -0.289
C 0.49094 1.30324 -2.16289 -0.159
C -0.92244 0.43031 -2.02714 -0.687
S -2.44916 1.42740 -2.54838 0.872
C -4.01911 0.46971 -2.03168 -0.951
S -5.20163 0.00291 -3.21091 0.719
N -4.30650 0.03823 -0.61092 -0.145
C -3.74100 -1.32470 -0.27974 -0.112
C -3.97616 -2.03019 1.21860 0.028
C -3.42246 -3.52563 1.62891 -0.014
C -2.59806 -4.47142 0.56012 -0.023
C -2.32626 -3.79375 -0.94113 -0.108
C -2.88237 -2.27793 -1.35111 -0.121
C -3.75426 1.13835 0.26767 -0.199
C -2.48999 1.02643 1.30503 -0.038
C -1.93410 2.28617 2.24963 -0.035
C -2.75857 3.73090 2.08370 -0.045
C -4.03246 3.94099 1.04530 -0.017
C -4.50092 2.62327 0.13459 0.017
C 3.23897 0.79523 -0.12171 -0.144
O 4.37657 1.55548 -0.70174 -0.055
C 3.86886 2.76678 -1.42242 -0.076
N 3.08784 3.51008 -2.17992 0.155
H 5.88040 -0.91900 2.85540 0.097
H 6.13445 1.00749 2.57148 0.106
H 5.57172 0.26154 4.30454 0.113
H 3.54648 1.38318 2.67966 0.160
H 4.82297 -0.74401 0.61260 0.180
H 3.19042 -2.34514 0.99269 0.180
H 3.97786 -0.90854 -2.47937 0.125
H 2.78554 -2.05009 -2.11590 0.074
H 2.49674 0.70354 -3.14065 0.171
H 1.28733 -0.73611 -3.00693 -0.044
H 0.32195 1.99783 -3.11871 0.155
H 0.67341 2.00055 -1.24028 0.148
H -1.01261 0.15204 -0.89413 0.057
H -0.86590 -0.59706 -2.63047 -0.184
H -4.58459 -1.34828 1.98465 0.125
H -3.64300 -3.89924 2.74007 0.118
H -2.20198 -5.56198 0.77772 0.109
H -1.74183 -4.42672 -1.75761 0.086
H -2.63649 -1.91744 -2.43675 0.052
H -1.92456 0.00047 1.43991 0.076
H -1.03244 2.12852 2.98493 0.088
H -2.44432 4.70271 2.69872 0.100
H -4.59805 4.96412 0.95715 0.103
H -5.39812 2.77126 -0.62383 0.110
H 2.58959 1.51183 0.56414 0.193
Ba 0.10188 -1.66708 -1.96191 2.148
```

Orbital gap: 5.12 eV
Total charge: +2
Energy: -2180.9390 Ha

=====

Entry 4:
Density functional theory data (ωB97M-V with the def2-TZVPD basis set) for C23H25BeFN4O6 as an isolated structure.

The geometry in XYZ format:
```
60
Properties=species:S:1:pos:R:3:lowdin_charge:R:1
Be 1.10802 1.85068 -2.64256 0.330
O 1.76351 1.81566 -4.46297 0.115
C 2.06736 2.70761 -5.28922 -0.293
O 0.94664 3.74172 -2.82238 0.158
C 1.39572 4.46651 -3.71671 -0.358
O 1.37972 5.81319 -3.65554 0.095
N 1.96199 4.07035 -4.94230 0.092
C 2.03956 6.37102 -4.83856 -0.070
C 2.25129 5.23798 -5.79560 -0.078
H 2.98309 6.81864 -4.48774 0.147
H 1.38805 7.16698 -5.21887 0.145
H 3.26965 5.18517 -6.18124 0.136
H 1.54318 5.26161 -6.64082 0.150
C 2.52087 2.45718 -6.65805 -0.061
C 1.99322 1.45220 -7.38339 0.119
H 3.31112 3.09818 -7.08305 0.124
H 1.19888 0.82096 -6.98331 0.090
H 2.34379 1.27559 -8.40137 0.089
F -2.97478 -3.11231 -0.55239 0.053
C -2.15952 -2.23867 0.14933 -0.150
C -1.49962 -1.28027 -0.54635 0.101
C -0.60841 -0.40531 0.14985 -0.043
C 0.22195 0.53084 -0.57712 -0.161
O 0.08606 0.75858 -1.88181 0.008
C 1.24341 1.20032 0.18761 -0.001
C 1.28318 1.06557 1.55825 0.086
N 0.44771 0.26494 2.29639 0.025
C 0.57715 0.20642 3.69682 -0.280
C 1.33084 1.25178 4.51075 -0.063
C -0.14309 1.26257 4.43346 -0.098
C -0.48485 -0.52543 1.55960 -0.081
C -1.24323 -1.47912 2.23383 0.068
C -2.07257 -2.41243 1.57195 -0.145
N -2.66346 -3.43493 2.25019 -0.082
C -3.17332 -3.28287 3.64133 -0.100
C -2.34945 -4.10006 4.63045 -0.080
N -2.33799 -5.52765 4.14869 0.060
C -1.79790 -5.68824 2.75651 -0.073
C -2.63722 -4.83437 1.80881 -0.107
C 2.45359 1.84107 -0.49997 -0.477
O 3.39738 2.17512 0.22496 0.081
O 2.38228 1.92704 -1.79836 -0.010
H -1.58883 -1.19270 -1.61861 0.145
H 2.06553 1.58787 2.09294 0.142
H 0.70995 -0.79029 4.15433 0.158
H 1.70523 0.93431 5.47866 0.120
H 1.75538 2.15216 4.07648 0.113
H -0.55857 2.03475 3.77875 0.133
H -0.70189 0.93609 5.30087 0.110
H -1.13501 -1.59443 3.31235 0.105
H -4.23339 -3.60551 3.67428 0.145
H -3.15081 -2.23067 3.94900 0.139
H -1.31902 -3.77719 4.62972 0.132
H -2.76507 -4.06781 5.62347 0.139
H -1.77010 -6.08747 4.79077 0.190
H -3.30233 -5.90430 4.18186 0.197
H -1.81838 -6.72830 2.48347 0.140
H -0.78230 -5.32129 2.78753 0.141
H -3.67429 -5.21988 1.73872 0.148
H -2.17990 -4.89920 0.81631 0.141
```

Energy above the lowest of the compared OMol25 structures with the same formula, charge and spin: 0.0 kcal/mol
Orbital gap: 8.21 eV
Total charge: +2
Energy: -1676.1478 Ha

=====

Repeat the first record exactly.
Density functional theory data (ωB97M-V with the def2-TZVPD basis set) for C23H24NO4S2Si2W as an isolated structure.

The geometry in XYZ format:
```
57
Properties=species:S:1:pos:R:3:lowdin_charge:R:1
W -0.75940 -0.29314 -0.74998 1.037
S 0.19556 -0.59392 -2.80196 0.670
C -1.09380 -0.08766 -3.91550 -0.644
C -0.78498 0.21046 -5.23443 -0.094
C -1.78958 0.65500 -6.08069 -0.050
C -3.08898 0.80870 -5.61499 -0.053
C -3.40089 0.51067 -4.29854 -0.088
C -2.40068 0.06623 -3.44124 -0.640
S -2.77224 -0.43725 -1.79150 0.728
H 0.22645 0.08626 -5.59766 0.115
H -1.55797 0.87165 -7.11456 0.117
H -3.86520 1.15503 -6.28330 0.117
H -4.41268 0.62354 -3.93190 0.115
C -0.01910 0.15190 3.56616 -0.119
Si 1.30436 0.35805 2.28694 0.566
C 2.87625 -0.52248 2.72011 -0.134
C 1.57004 2.11468 1.74920 -0.238
C 2.48666 2.80133 2.55260 -0.090
C 2.73524 4.15477 2.38999 -0.057
C 2.05999 4.85206 1.40394 -0.054
C 1.15552 4.18437 0.59198 -0.101
C 0.88753 2.81814 0.73758 -0.268
Si -0.40994 2.25219 -0.51124 0.543
C -2.10738 2.86102 0.01712 -0.202
C 0.00891 2.89319 -2.22095 -0.206
H 0.29854 0.70023 4.45798 0.055
H -0.16411 -0.89005 3.85808 0.053
H -0.97546 0.56678 3.24826 0.045
H 3.36890 -0.06303 3.57864 0.044
H 3.58103 -0.51099 1.88718 0.053
H 2.66433 -1.56000 2.98711 0.041
H 3.02802 2.27482 3.33164 0.099
H 3.45015 4.65712 3.02763 0.115
H 2.23710 5.90965 1.26033 0.115
H 0.64823 4.75922 -0.17594 0.098
H -2.02673 3.91186 0.30917 0.042
H -2.51080 2.31242 0.86943 0.031
H -2.81830 2.78438 -0.80702 0.029
H -0.02805 3.98483 -2.23781 0.040
H -0.71446 2.53109 -2.95473 0.021
H 1.00474 2.57496 -2.52962 0.039
O -1.56226 -0.84465 1.02122 -0.172
C -0.37122 -1.41004 0.88402 -0.648
O 0.70779 -0.50182 0.86506 -0.267
C -0.10536 -2.83551 1.10936 -0.147
C -1.16263 -3.65356 1.50475 0.023
C -0.93734 -5.00056 1.72624 0.035
C 0.34079 -5.49232 1.53425 -0.116
C 1.40337 -4.70293 1.13562 0.031
C 1.17490 -3.35485 0.92292 0.006
N 0.58490 -6.93690 1.76769 -0.347
O -0.34731 -7.59568 2.17080 0.101
O 1.69490 -7.35501 1.52206 0.098
H -2.14818 -3.23055 1.64101 0.130
H -1.72396 -5.66850 2.04370 0.130
H 2.37815 -5.14590 0.99786 0.129
H 1.98665 -2.70929 0.61590 0.122
```

Energy above the lowest of the compared OMol25 structures with the same formula, charge and spin: 0.0 kcal/mol
Orbital gap: 6.78 eV
Total charge: +1
Energy: -2688.7865 Ha

=====

Which formula does entry 2 have?
C23H25AlN8O3